A:
# C27H33O2Sn

C27H33O2Sn as an isolated structure (ωB97M-V with the def2-TZVPD basis set, the Open Molecules 2025 dataset).

Results
E_LUMO ... 2.4 eV
HOMO energy ... -3.258 eV
Molar mass ... 508.270 g mol⁻¹
Frontier orbital gap ... 5.7 eV
Net charge ... -1

Last column: Mulliken charge in e.
CARTESIAN COORDINATES (ANGSTROEM)
O1 2.6717 -5.8771 -2.2249  -0.3765
C1 2.8441 -7.1077 -1.4732  -0.2320
C2 3.8186 -7.7124 -2.5018  -0.8351
H1 1.8575 -7.5807 -1.3945  0.2935
H2 3.2682 -7.0042 -0.4713  0.0614
C3 3.4352 -6.4807 -3.3379  1.5215
H3 3.5630 -8.6951 -2.8894  0.3361
H4 4.8686 -7.6646 -2.2121  0.2752
C4 2.5161 -6.7148 -4.5439  -1.5830
H5 1.6040 -7.2524 -4.2661  0.3683
H6 3.0049 -7.2829 -5.3552  0.3558
H7 2.2724 -5.7329 -4.9821  0.3543
C5 4.5742 -5.5301 -3.6854  -1.6739
H8 5.0505 -5.1473 -2.7818  0.3426
H9 4.1576 -4.6807 -4.2365  0.3862
H10 5.3445 -5.9849 -4.3367  0.3494
Sn1 -0.4893 -1.1926 -0.3251  0.5450
C6 1.5896 1.9820 0.1324  -0.3828
C7 0.8098 1.3385 1.1037  -0.5190
C8 1.3154 -0.0006 1.2671  -0.7361
H11 -0.0818 1.7267 1.5892  0.3584
C9 2.4778 -0.1255 0.4221  -0.0558
C10 2.6344 1.0799 -0.2838  -1.1784
H12 3.4160 1.3104 -1.0110  0.3682
H13 1.4353 2.9966 -0.2416  0.6156
H14 1.0000 -0.6988 2.0452  0.6090
H15 3.0866 -1.0246 0.3350  0.3197
C11 -1.8471 1.5594 -2.1145  -0.4678
C12 -0.4253 1.5310 -2.2131  -0.4425
C13 -0.0128 0.2099 -2.4599  -0.6720
H16 0.2171 2.4100 -2.1599  0.5254
C14 -1.2395 -0.6221 -2.5684  -0.6126
C15 -2.3482 0.2628 -2.3447  -0.5807
H17 -3.4040 -0.0155 -2.4237  0.3580
H18 -2.4486 2.4663 -1.9429  0.3930
H19 1.0001 -0.1246 -2.6906  0.5245
H20 -1.2953 -1.6438 -2.9749  0.5095
O2 1.9264 -4.8463 -0.2478  -0.3213
C16 3.1251 -4.0106 -0.3463  1.0316
C17 3.7348 -3.9321 1.0556  -0.4936
H21 2.9505 -2.9534 -0.6991  0.1460
H22 3.7552 -4.5253 -1.0966  -0.8325
C18 2.7652 -4.6825 1.9809  -0.6095
H23 3.6470 -2.8951 1.4027  0.1991
H24 4.7765 -4.2850 1.0021  0.3498
C19 1.4684 -4.4875 1.1144  -0.1634
H25 2.7567 -4.2993 3.0294  0.3860
H26 2.9322 -5.7920 1.9911  0.2494
H27 1.1117 -3.3839 1.2276  -0.2240
H28 0.6507 -5.1460 1.3979  0.3787
C20 -1.9796 -0.3935 0.9681  -1.1359
C21 -2.5609 0.5107 1.5713  0.4825
C22 -3.3903 1.3722 2.3231  0.3841
C23 -3.0234 1.8441 3.6042  -0.4334
C24 -3.8182 2.8045 4.2242  -0.4293
C25 -4.9769 3.2812 3.5979  -0.4229
C26 -5.3960 2.7260 2.3834  -0.4165
C27 -4.6191 1.7639 1.7520  -0.4170
H29 -2.1043 1.4976 4.0894  0.4034
H30 -3.5064 3.2341 5.1755  0.3440
H31 -5.5283 4.1057 4.0334  0.3578
H32 -6.3021 3.0861 1.9018  0.3556
H33 -4.9294 1.3434 0.7899  0.4087

---

B:
# C27H33O2Sn

C27H33O2Sn as an isolated structure (ωB97M-V with the def2-TZVPD basis set, the Open Molecules 2025 dataset).

Results
E_LUMO ... 2.4 eV
HOMO energy ... -2.501 eV
Molar mass ... 508.270 g mol⁻¹
Frontier orbital gap ... 4.9 eV
Net charge ... -1

Last column: Mulliken charge in e.
CARTESIAN COORDINATES (ANGSTROEM)
O1 1.5871 -0.3103 -4.4270  -0.1439
C1 2.1357 0.7782 -5.3223  -0.3769
C2 1.8701 -0.0469 -6.5747  -0.8429
H1 3.1975 0.9007 -5.0673  0.2838
H2 1.5395 1.6973 -5.2060  0.1557
C3 1.3865 -1.1791 -5.6501  1.4841
H3 2.7637 -0.2485 -7.1674  0.3103
H4 1.0689 0.3379 -7.2166  0.3284
C4 2.3062 -2.3906 -5.6378  -1.7029
H5 3.3549 -2.1043 -5.4642  0.3776
H6 2.2536 -2.9040 -6.6140  0.4187
H7 1.9799 -3.1031 -4.8684  0.3129
C5 -0.0800 -1.5340 -5.8430  -1.3604
H8 -0.6983 -0.6202 -5.8588  0.1775
H9 -0.4082 -2.2377 -5.0606  0.3021
H10 -0.1914 -2.0260 -6.8222  0.4338
Sn1 0.9593 -0.4603 -2.3962  0.9757
C6 -2.4381 -0.7387 0.2330  -0.6792
C7 -1.8314 0.5423 0.4267  -0.8116
C8 -1.4561 1.0485 -0.8377  -0.0338
H11 -1.6761 1.0551 1.3667  0.4251
C9 -1.8465 0.0935 -1.8292  -0.4564
C10 -2.4453 -1.0118 -1.1508  -1.3882
H12 -2.8302 -1.9025 -1.6410  0.3340
H13 -2.8049 -1.3915 1.0175  0.4821
H14 -0.8563 1.9376 -1.0208  0.5630
H15 -1.7361 0.1875 -2.9082  0.6938
C11 1.8236 -1.9944 0.7863  -0.2628
C12 0.6874 -2.6468 0.2261  -0.6403
C13 0.9912 -2.9780 -1.1100  -0.5743
H16 -0.2321 -2.8988 0.7434  0.4248
C14 2.3035 -2.4264 -1.4302  -0.7328
C15 2.7886 -1.8247 -0.2156  -0.7313
H17 3.7287 -1.2902 -0.0969  0.3205
H18 1.9523 -1.6914 1.8189  0.5656
H19 0.4038 -3.6047 -1.7663  0.4435
H20 2.9060 -2.6502 -2.3125  0.6011
O2 -1.0612 3.5888 -5.5279  -0.4648
C16 -2.0589 2.5859 -5.2052  0.2328
C17 -2.8020 2.9246 -3.8922  -0.0424
H21 -1.4802 1.6563 -5.0772  -0.3912
H22 -2.7074 2.4512 -6.0892  0.3573
C18 -2.0238 4.1106 -3.3118  -0.3332
H23 -2.7621 2.0601 -3.2278  -0.1909
H24 -3.8564 3.1307 -4.0431  0.3085
C19 -0.9196 4.4408 -4.3683  -0.3497
H25 -1.5818 3.8396 -2.3535  0.0953
H26 -2.6476 4.9862 -3.1007  0.2970
H27 0.0965 4.2288 -3.9715  0.2256
H28 -0.9489 5.5032 -4.6863  0.2674
C20 1.7717 1.0221 -1.0722  -1.7092
C21 1.7111 1.2563 0.1463  0.6653
C22 1.6580 1.4737 1.5480  0.6913
C23 0.6679 2.2895 2.1349  -0.4196
C24 0.7073 2.5260 3.5115  -0.4614
C25 1.7402 1.9776 4.2876  -0.4205
C26 2.6479 1.0701 3.7211  -0.4930
C27 2.6319 0.8424 2.3443  -0.5179
H29 -0.1070 2.7147 1.4919  0.4799
H30 -0.0566 3.1420 3.9899  0.3579
H31 1.8268 2.2438 5.3447  0.3419
H32 3.3794 0.5560 4.3474  0.3582
H33 3.3499 0.1832 1.8478  0.4390

---

Verdict on stability: B comes out at the bottom.

---

A:
# C5H11P

A 2-piece molecular cluster, C5H11P overall (ωB97M-V with the def2-TZVPD basis set, the Open Molecules 2025 dataset).

Results
E_LUMO ... 1.1 eV
HOMO energy ... -8.768 eV
Molar mass ... 102.117 g mol⁻¹
Frontier orbital gap ... 9.9 eV

Last column: Mulliken charge in e.
CARTESIAN COORDINATES (ANGSTROEM)
C1 0.8229 -1.2152 0.5224  0.1412
C2 0.8878 -0.3495 -0.4473  -0.4754
C3 1.6262 -2.4855 0.5538  -1.1485
C4 -1.2816 1.4043 0.7917  -1.1070
C5 -0.3381 1.5276 -0.3590  -0.2010
P1 -0.9390 1.4732 -2.0616  -0.0783
H1 0.1753 -1.0599 1.3749  0.2328
H2 1.4586 -0.3317 -1.3508  0.3176
H3 2.2687 -2.4962 1.4334  0.2882
H4 2.2429 -2.5792 -0.3358  0.3170
H5 0.9582 -3.3453 0.6124  0.2860
H6 -1.7826 2.3612 0.9640  0.3631
H7 -2.0405 0.6460 0.5991  0.3298
H8 -0.7479 1.1471 1.7103  0.2804
H9 0.4964 2.2032 -0.2135  0.4206
H10 -1.8457 2.5501 -1.9625  0.0236
H11 -1.9616 0.5499 -1.8318  0.0097

---

B:
# C5H11P

A 2-piece molecular cluster, C5H11P overall (ωB97M-V with the def2-TZVPD basis set, the Open Molecules 2025 dataset).

Results
E_LUMO (alpha / beta) ... -0.5 / 0.3 eV
HOMO energy (alpha / beta) ... -8.297 / -7.309 eV
Molar mass ... 102.117 g mol⁻¹
Frontier orbital gap (alpha / beta) ... 7.8 / 7.6 eV

Last column: Mulliken charge in e.
CARTESIAN COORDINATES (ANGSTROEM)
C1 0.5382 0.9561 -0.5593  -0.3047
C2 1.7783 0.4338 -0.5491  -0.1815
C3 2.3839 -0.4913 0.4161  -1.2253
C4 -1.5499 -2.2994 0.1129  -0.9921
C5 -1.9474 1.8252 0.0281  -1.0426
P1 -0.6433 0.6768 0.7145  0.0517
H1 0.3561 1.8164 -1.1955  0.2860
H2 2.3517 0.6174 -1.3682  0.4215
H3 1.8587 -1.2299 0.8904  0.4361
H4 2.7393 0.0416 1.3754  0.2862
H5 3.2089 -1.0755 0.0072  0.3358
H6 -2.5766 -2.4237 0.0228  0.3707
H7 -0.7302 -2.1157 -0.6405  0.3155
H8 -1.2375 -2.9249 0.9527  0.2688
H9 -1.4615 2.7583 -0.1867  0.3147
H10 -2.3948 1.4150 -0.8211  0.3150
H11 -2.6739 2.0198 0.8006  0.3442

---

C:
# C5H11P

A 2-piece molecular cluster, C5H11P overall (ωB97M-V with the def2-TZVPD basis set, the Open Molecules 2025 dataset).

Results
E_LUMO (alpha / beta) ... 0.5 / 0.5 eV
HOMO energy (alpha / beta) ... -8.148 / -8.149 eV
Molar mass ... 102.117 g mol⁻¹
Frontier orbital gap (alpha / beta) ... 8.6 / 8.6 eV

Last column: Mulliken charge in e.
CARTESIAN COORDINATES (ANGSTROEM)
C1 0.4220 -0.6743 -0.0029  0.0302
C2 0.6460 -1.7691 -0.6255  -0.3825
C3 2.5255 0.3089 0.5025  -1.1072
C4 -2.2376 -0.3051 0.5885  -1.1684
C5 -0.5668 1.5732 -0.4554  -1.0110
P1 -0.5395 0.3592 0.9394  0.0508
H1 1.5774 -2.0421 -1.1851  0.2099
H2 -0.1505 -2.4825 -0.8222  0.2558
H3 3.0961 -0.4488 0.0953  0.3956
H4 2.3196 0.2928 1.4532  0.4466
H5 2.3467 1.2794 0.0056  0.2485
H6 -2.4050 -1.1465 1.2222  0.3793
H7 -3.0732 0.3341 0.8574  0.3592
H8 -2.2646 -0.7855 -0.3752  0.3236
H9 0.1988 2.3044 -0.2918  0.2769
H10 -0.4092 0.9929 -1.3898  0.3201
H11 -1.4855 2.2091 -0.5162  0.3725

---

Verdict on stability: C comes out at the bottom.